[1]
Density functional theory data (ωB97M-V with the def2-TZVPD basis set) for a 2-piece molecular cluster, C2H6BNO overall.

Computed properties:
- net charge = 0
- max |F| (hartree/bohr) = 0.07098
- E_HOMO (eV) = -9.38
- HOMO-LUMO gap (eV) = 10.1038
- relative energy (zero: lowest compared OMol25 entry of this formula, charge and spin) (eV) = 2.569

Positions of all 11 atoms, in Å:
1 B 0.3014 0.5204 -1.2681
2 C 0.2172 -0.5379 0.8201
3 C -0.9221 0.4371 0.6443
4 N 0.7662 -0.5465 -0.5332
5 O -0.6410 1.2106 -0.5670
6 H 1.3449 1.2292 -2.8701
7 H 0.9423 -0.3400 1.6195
8 H -0.1317 -1.5631 0.9882
9 H -1.8077 -0.0906 0.3676
10 H -1.1504 1.1572 1.4541
11 H 1.0808 -1.4764 -0.6554

[2]
Density functional theory data (ωB97M-V with the def2-TZVPD basis set) for a 2-piece molecular cluster, C2H6BrISi overall.

Computed properties:
- net charge = 0
- max |F| (hartree/bohr) = 0.03095
- E_HOMO (alpha / beta) (eV) = -7.30 / -7.29
- HOMO-LUMO gap (alpha / beta) (eV) = 4.5668 / 4.5370
- relative energy (zero: lowest compared OMol25 entry of this formula, charge and spin) (eV) = 2.298

Positions of all 11 atoms, in Å:
1 C 0.5073 0.0301 -1.4491
2 C -0.5004 0.6807 1.6224
3 Si 0.8291 0.2381 0.3606
4 Br 2.4705 -0.9569 1.2757
5 I -2.1612 -2.1736 -1.9139
6 H -0.2166 -0.8218 -1.6056
7 H 0.0270 0.9034 -1.8924
8 H 1.4036 -0.1970 -2.0239
9 H -0.3009 0.2269 2.5912
10 H -0.5944 1.7546 1.7671
11 H -1.4639 0.3156 1.2678

[3]
Density functional theory data (ωB97M-V with the def2-TZVPD basis set) for C2H6BrMnO as an isolated structure.

Computed properties:
- <S²> = 8.759
- net charge = +1
- max |F| (hartree/bohr) = 0.03177
- E_HOMO (alpha / beta) (eV) = -12.53 / -12.52
- HOMO-LUMO gap (alpha / beta) (eV) = 4.6208 / 4.5653
- multiplicity = 6
- relative energy (zero: lowest compared OMol25 entry of this formula, charge and spin) (eV) = 0.000

Positions of all 11 atoms, in Å:
1 Mn -4.3775 -1.4456 -3.5617
2 Br -3.1494 0.0730 -2.2076
3 C 1.5249 0.1871 1.3983
4 C 0.7143 -0.0103 0.1224
5 O -0.6196 0.4864 0.3636
6 H 2.4872 -0.3205 1.3407
7 H 0.9763 -0.2075 2.2543
8 H 1.7061 1.2460 1.5796
9 H 0.6745 -1.0732 -0.1383
10 H 1.1730 0.5613 -0.6912
11 H -1.1098 0.5032 -0.4601

[4]
Density functional theory data (ωB97M-V with the def2-TZVPD basis set) for a 2-piece molecular cluster, C2H6BrNS overall.

Computed properties:
- net charge = 0
- max |F| (hartree/bohr) = 0.04934
- E_HOMO (alpha / beta) (eV) = -8.41 / -8.40
- HOMO-LUMO gap (alpha / beta) (eV) = 5.1511 / 5.1369
- relative energy (zero: lowest compared OMol25 entry of this formula, charge and spin) (eV) = 1.884

Positions of all 11 atoms, in Å:
1 C -0.0393 -0.4498 -1.2044
2 C -0.7165 0.2907 1.1068
3 N -0.1735 0.5540 -0.1837
4 S 0.7498 1.8591 -0.4966
5 Br 2.6203 -0.8875 0.8914
6 H 0.8398 -1.1730 -0.9829
7 H -0.8616 -1.0671 -1.4874
8 H 0.1800 0.2155 -1.9980
9 H -1.8746 0.1879 1.0234
10 H -0.2447 -0.6317 1.4663
11 H -0.4797 1.1020 1.8653

[5]
Density functional theory data (ωB97M-V with the def2-TZVPD basis set) for a 2-piece molecular cluster, C2H6BrO2P overall.

Computed properties:
- net charge = 0
- max |F| (hartree/bohr) = 0.06948
- E_HOMO (alpha / beta) (eV) = -7.77 / -7.50
- HOMO-LUMO gap (alpha / beta) (eV) = 7.4553 / 7.8179
- relative energy (zero: lowest compared OMol25 entry of this formula, charge and spin) (eV) = 4.262

Positions of all 12 atoms, in Å:
1 C 2.3761 -1.9297 1.3243
2 C -0.3487 1.4301 -0.5920
3 O 2.5315 -1.7337 0.0678
4 O 0.2874 0.6585 0.4118
5 P 3.2013 -0.7977 -1.0180
6 Br 3.8485 1.0508 -0.0731
7 H -0.2630 0.0196 0.8386
8 H 2.5016 -1.1787 2.0818
9 H 1.9335 -2.8511 1.6073
10 H 0.3313 1.9945 -1.2156
11 H -1.1330 2.1737 -0.3080
12 H -0.9981 0.8421 -1.3933

[6]
Density functional theory data (ωB97M-V with the def2-TZVPD basis set) for a 3-piece molecular cluster, C2H6Cl2N2O2 overall.

Computed properties:
- net charge = 0
- max |F| (hartree/bohr) = 0.06999
- E_HOMO (eV) = -10.26
- structure (SMILES) = CO/N=N/Cl.C=O.Cl
- HOMO-LUMO gap (eV) = 10.5917
- relative energy (zero: lowest compared OMol25 entry of this formula, charge and spin) (eV) = 5.401

Positions of all 14 atoms, in Å:
1 C 2.4719 1.1088 -0.7927
2 C -0.5370 -1.9280 0.0242
3 N 0.6966 2.4646 0.1058
4 N 0.2006 1.4102 0.4911
5 O 1.8280 2.3637 -0.6042
6 O -0.0203 -2.4070 0.9760
7 Cl -5.0986 -1.5340 1.1208
8 Cl -1.3152 1.7257 1.3240
9 H 1.7455 0.2931 -0.4952
10 H 3.1897 1.0358 0.0004
11 H 2.5041 1.0618 -1.9011
12 H -4.3257 -2.4661 0.6762
13 H -0.2919 -2.1175 -1.0146
14 H -1.0477 -1.0111 0.0893